DFT (ωB97M-V with the def2-TZVPD basis set) results for C41H42Br2N5OPSSc as an isolated structure.

ORCA input file:
```
! RIJCOSX wB97M-V def2-TZVPD def2/J DEFGRID3
* xyz 1 1
Br -1.97 2.41 2.70
C -0.64 1.28 3.42
H 4.13 -2.94 0.20
H -1.31 -0.56 -2.00
H -2.75 -1.32 3.54
C 2.35 3.25 -2.91
C 2.42 5.39 1.55
C 2.64 2.81 0.48
H -3.53 -1.33 1.15
C 0.55 -0.73 3.42
H 3.75 -3.18 -3.16
C 1.66 -1.83 -1.17
H 3.15 1.44 -5.76
C 1.08 -0.45 4.68
C -2.73 -1.58 -3.31
Sc -1.24 -1.22 0.98
C -2.05 -3.28 3.36
C -2.48 5.94 -2.18
C -3.59 3.92 -1.67
C -1.68 -5.38 2.70
C 2.61 1.82 -4.88
H -1.67 -6.45 2.66
H 0.92 0.55 -5.27
H -0.15 -2.33 -2.12
S 1.23 -0.59 -0.06
H 4.88 -1.90 -1.05
C 0.57 1.77 -3.57
C 1.51 4.95 0.58
H -0.37 2.65 5.09
C -0.41 -4.66 0.49
N -1.36 -3.15 2.14
H 3.76 -1.17 0.18
H -1.00 -4.27 -0.38
H 1.17 1.00 6.28
C -2.11 1.93 -0.71
C 1.06 2.74 -2.71
H 0.77 -1.60 2.81
H 2.51 -2.01 4.53
H 4.10 3.11 -4.12
Br -4.37 -2.99 -5.05
C 1.35 1.31 -4.63
C 1.57 3.64 0.05
H -1.51 -1.74 4.70
H 2.58 -1.23 6.05
H -4.74 -4.06 -2.34
H -0.34 -5.73 0.31
C -2.19 -2.24 -0.96
H -3.48 -3.81 -0.17
C 3.50 4.59 1.89
C 4.02 -2.09 -0.43
C -3.68 -2.55 -3.33
H 0.64 -4.28 0.48
H -4.62 5.63 -2.43
H -2.54 -0.88 -4.22
H 1.50 -2.89 -4.02
C 1.55 -3.29 -3.02
H 2.87 3.92 -2.25
H 0.80 5.69 0.16
C -1.09 -4.49 1.76
H -4.49 3.34 -1.57
H -2.51 6.99 -2.44
N -0.83 1.62 -0.58
H -3.14 -2.38 4.99
N -0.33 0.13 2.82
C 2.93 -3.40 -2.42
C 0.77 0.80 5.30
C -2.41 -2.14 4.18
H 1.11 -4.34 -3.11
C 3.10 2.80 -4.01
C -2.39 3.29 -1.23
C -2.07 -1.38 -2.04
H 2.81 1.86 0.00
C -3.19 -3.22 -1.04
H 3.11 -4.40 -1.95
C -3.66 5.21 -2.14
H 1.26 -2.35 5.64
C -1.29 5.32 -1.79
P 0.22 3.00 -1.02
H -0.38 5.86 -1.93
C -4.00 -3.29 -2.21
C -0.04 1.69 4.65
N 0.86 -2.40 -2.07
N 2.96 -2.30 -1.37
H 4.24 5.05 2.53
C 3.60 3.32 1.32
C -2.24 -4.62 3.71
H -2.92 1.18 -0.60
H 4.51 2.71 1.47
O -2.98 -0.61 1.47
C -1.22 4.00 -1.29
C 1.89 -1.53 5.27
H -2.83 -5.02 4.53
H 2.31 6.35 1.96
H -0.40 1.32 -3.43
*
```

Results
- E_tot (a.u.) = -8584.67458
- frontier orbital gap (eV) = 3.885
- energy relative to the best compared isomer or geometry (same formula, charge and spin) (kcal per mole) = 0.0
- HOMO (eV) = -7.9
- largest force on an atom (hartree/bohr) = 0.0695

DFT (ωB97M-V with the def2-TZVPD basis set) results for C41H42HgP2 as an isolated structure.

ORCA input file:
```
! RIJCOSX wB97M-V def2-TZVPD def2/J DEFGRID3
* xyz 0 1
C 3.50 2.02 -8.10
H -0.07 -6.46 -6.02
C 1.53 -1.84 7.26
C 3.64 2.81 -6.96
C 1.04 2.80 -2.78
H -1.71 -0.51 -4.27
H 3.34 2.96 -4.82
H -2.11 -5.93 -7.37
H -2.35 -2.07 -5.47
H -2.45 2.43 1.85
C -0.58 -5.50 -5.90
H 2.05 -2.74 6.93
H -3.24 -3.73 -7.08
H 0.05 -0.69 -1.12
H -3.78 1.65 7.11
H -2.17 -0.40 6.40
C -0.08 -4.57 -4.98
C 3.21 2.34 -5.72
H -1.28 -0.81 0.99
H -1.35 1.17 2.41
C 3.32 -1.11 2.83
H 3.98 1.19 -2.15
C -1.02 -2.33 -2.06
C 0.11 -0.77 8.92
C -1.72 -5.21 -6.65
P 1.96 0.39 -4.01
H 4.09 3.81 -7.03
H -2.06 1.72 7.38
C 2.47 0.28 -6.76
H 2.00 -0.70 -6.69
C 3.22 1.97 -2.10
C 1.61 -0.63 6.56
C -0.75 -1.43 -1.01
H -3.61 -4.05 -0.68
H 0.56 -2.87 8.92
C -1.86 -3.04 -5.57
C -0.73 -3.33 -4.79
H 0.82 -4.79 -4.40
C -2.57 0.42 5.80
H 0.11 2.67 -3.33
H 3.83 2.39 -9.08
C 2.06 1.85 -2.90
H 3.17 -0.33 2.07
C 0.45 0.48 8.37
H 4.28 3.17 -0.67
C -2.77 2.99 5.77
H -0.12 1.31 -5.04
C 2.91 0.75 -8.00
H -3.15 -2.45 1.19
C 3.38 3.07 -1.27
H 2.79 0.13 -8.89
H 2.94 -2.09 2.52
P 0.03 -2.17 -3.56
H 1.59 1.53 6.86
H -0.61 -0.84 9.73
C 2.38 4.06 -1.20
C -2.08 1.93 2.76
H 2.52 4.93 -0.56
H -3.77 0.64 2.68
C -0.62 -0.60 -4.18
H -0.55 3.44 3.11
C -1.51 -1.49 0.16
C -2.04 -3.28 -1.94
Hg 2.24 -0.68 4.58
C 0.73 -1.92 8.41
H -2.23 -3.99 -2.75
C -1.34 2.91 3.64
H -2.59 -0.77 4.06
H -3.66 3.06 5.15
H 0.07 1.39 8.84
C -2.82 1.68 6.58
H -2.79 3.82 6.50
C -3.25 1.20 3.47
C 1.21 3.92 -1.96
C 1.26 0.55 7.22
C -2.36 -3.97 -6.49
C -1.54 3.19 4.93
C 0.21 0.43 -4.48
H 0.43 4.67 -1.91
C -2.81 -3.32 -0.77
C -2.55 -2.43 0.28
C -2.78 0.22 4.49
H -0.72 3.68 5.48
H -3.97 1.93 3.86
C 2.61 1.08 -5.61
H 4.40 -1.19 3.02
*
```

Results
- E_tot (a.u.) = -2423.51033
- frontier orbital gap (eV) = 8.170
- energy relative to the best compared isomer or geometry (same formula, charge and spin) (kcal per mole) = 0.0
- HOMO (eV) = -7.7
- largest force on an atom (hartree/bohr) = 0.0262

DFT (ωB97M-V with the def2-TZVPD basis set) results for C41H42N8O6PS2Sc as an isolated structure.

ORCA input file:
```
! RIJCOSX wB97M-V def2-TZVPD def2/J DEFGRID3
* xyz 0 1
H -1.35 -4.09 5.75
H -1.37 4.18 3.92
H 1.04 -0.55 -5.30
Sc -0.16 0.22 -0.14
H -2.57 -3.19 -2.81
H -3.47 5.03 -2.59
H 0.89 -6.62 -0.21
C -1.92 -0.84 2.55
H -3.93 1.79 0.90
S 3.13 0.96 -1.37
C 1.29 4.40 1.85
N 0.25 2.25 1.71
C 6.73 3.72 -0.95
O -1.49 0.27 -1.80
C 1.99 -1.56 1.20
H 1.56 2.94 -4.08
N 3.55 2.99 0.77
C -3.08 -2.24 -3.00
H -4.35 3.45 -0.87
H -5.31 -3.54 4.21
C 0.33 -3.31 0.32
H -1.81 -3.36 -5.12
H 5.75 4.46 0.82
C 4.52 2.06 -1.23
C 1.10 -5.60 0.08
H 2.14 2.39 -5.67
H 2.05 5.08 1.50
O -1.02 -1.27 -3.80
C -2.41 -1.52 -4.17
N 1.95 1.75 -0.45
C 1.61 -2.95 0.79
H 1.08 0.45 -6.77
H 0.34 5.84 3.14
P -0.49 -0.10 -2.87
C 5.54 2.03 -2.17
N -0.26 -2.16 4.27
H -1.79 -1.96 -6.20
H -0.89 -4.91 -0.34
C -2.33 -2.44 -5.38
H -1.02 5.03 -3.05
C -3.16 -0.24 -4.53
H 7.46 2.80 -2.74
C 2.60 -3.93 0.89
C 0.10 -4.65 -0.01
H -4.17 -0.50 -4.87
H -4.46 -1.77 2.68
C -2.04 -3.58 5.09
C -2.46 -1.91 3.38
C 0.33 4.82 2.76
N -1.10 2.61 -0.72
H -3.34 -2.69 -5.72
H -0.45 -0.22 -6.19
H -0.02 2.85 -6.66
H 0.40 -2.64 4.85
H -3.01 -1.64 -2.10
S -1.05 -2.23 0.19
C -2.81 4.36 -2.06
C -1.45 4.35 -2.33
H 3.15 -5.98 0.60
C 4.60 2.95 -0.16
N -2.75 -0.15 1.81
C -3.30 3.48 -1.11
O 0.82 -0.46 -2.25
C -3.80 -2.28 3.37
O 1.35 -0.59 0.65
C 0.51 0.20 -5.88
C -1.58 -2.57 4.25
C 2.36 -5.24 0.53
H 3.57 -3.62 1.27
H -4.13 -2.44 -3.23
H 7.60 4.36 -0.83
N -0.61 -0.45 2.71
H -1.37 1.92 2.92
C 2.27 2.56 0.48
C 1.22 3.10 1.37
C -0.64 3.46 -1.64
H -0.76 3.32 -5.11
C -0.55 2.48 -5.78
C 6.65 2.85 -2.02
C -2.92 1.67 0.52
C 1.67 2.07 -4.74
C 0.31 1.46 -5.04
C -2.42 2.62 -0.46
O -0.42 1.22 -3.81
H -2.65 0.29 -5.33
C -3.38 -3.92 5.07
H 1.18 -0.81 3.63
H -3.74 -4.70 5.73
N -2.18 0.70 0.92
H 5.46 1.35 -3.00
H 2.30 1.35 -4.24
O 2.87 -1.39 2.04
H -1.50 2.04 -6.09
H 0.42 3.42 -1.82
C 5.70 3.78 -0.02
C 0.15 -1.10 3.53
H 3.66 3.61 1.55
C -0.63 3.92 3.18
C -4.26 -3.27 4.21
H -3.24 0.41 -3.66
C -0.63 2.65 2.62
*
```

Results
- E_tot (a.u.) = -4375.90167
- frontier orbital gap (eV) = 5.917
- energy relative to the best compared isomer or geometry (same formula, charge and spin) (kcal per mole) = 25.5
- HOMO (eV) = -6.4
- largest force on an atom (hartree/bohr) = 0.0278

DFT (ωB97M-V with the def2-TZVPD basis set) results for C41H42P2PdSe as an isolated structure.

ORCA input file:
```
! RIJCOSX wB97M-V def2-TZVPD def2/J DEFGRID3
* xyz 2 5
C 6.04 2.69 0.22
C 2.76 1.10 0.94
Se -3.78 -2.59 2.14
C -5.59 -4.70 3.19
C -5.49 -3.72 5.81
C 3.14 2.40 -2.64
C 4.74 4.26 1.55
H 1.30 5.99 -6.49
C -0.40 0.99 -4.69
H -6.52 -6.46 4.03
H -3.92 1.11 1.68
H -5.67 -5.06 2.15
H 3.88 -1.06 3.32
C -0.98 -3.70 0.79
H -0.19 -3.03 1.15
C -3.06 -5.59 -0.30
H -1.10 3.83 -2.12
C 5.91 4.70 2.18
C 3.77 1.86 -1.57
H 8.05 4.45 2.36
H -2.49 -6.92 1.24
H 1.62 0.98 -3.91
C -0.91 3.05 -2.87
H -1.22 -1.96 -0.48
H -2.04 -5.70 -0.69
H 1.76 -2.21 2.68
H 5.85 5.51 2.93
C -3.12 -6.01 1.18
H 0.43 4.46 -4.73
H -0.20 0.17 -5.38
H 8.18 2.67 0.60
H -6.53 -5.55 6.37
H -4.47 -1.99 4.95
H -1.52 -3.29 2.84
C -6.10 -4.96 5.56
C 3.60 0.56 1.93
H -4.57 -0.42 0.96
H 4.55 7.14 -3.90
C 2.04 -1.28 2.20
Pd -2.42 -0.47 2.41
C -4.93 -3.48 3.47
C -1.90 -3.88 1.98
H -5.43 -3.32 6.83
P 3.18 2.59 -0.02
H -0.52 -4.69 0.59
H 3.41 7.27 -6.12
C -4.22 0.06 1.89
H 3.77 4.71 1.79
C 3.67 6.54 -4.09
C 7.14 4.12 1.85
C 0.63 1.45 -3.88
C 1.21 -0.74 1.21
H 4.51 1.07 2.22
H -3.18 -2.42 -1.65
H 0.27 -1.20 0.95
C 1.85 5.89 -5.55
C 4.79 3.20 0.62
H -4.92 0.06 2.73
C -2.91 -3.18 -0.93
H 3.69 5.61 -2.13
H -0.85 -3.49 -1.31
C 3.20 5.67 -3.10
H -3.05 -5.33 3.21
C -2.65 -5.09 2.21
C -1.48 -3.03 -0.52
H 3.44 2.27 -3.69
C 7.21 3.12 0.87
H 6.11 1.96 -0.59
C -1.93 2.57 -3.68
C 0.39 2.55 -3.03
H -2.46 1.22 -5.29
P 1.74 3.45 -2.19
C -1.67 1.55 -4.62
H -2.93 2.98 -3.58
C 1.57 0.45 0.58
C -4.94 -2.96 4.76
H -4.16 -6.31 1.40
H 4.54 1.08 -1.60
H 0.93 0.88 -0.19
H -3.71 -6.31 -0.82
C 3.01 6.63 -5.32
C 2.08 4.86 -3.38
C -3.65 -4.26 -0.67
C 1.36 5.02 -4.57
C 3.23 -0.64 2.55
C -6.12 -5.47 4.24
H -4.66 -4.27 -1.06
*
```

Results
- E_tot (a.u.) = -4798.69045
- frontier orbital gap (alpha / beta) (eV) = 6.631 / 5.508
- HOMO (alpha / beta) (eV) = -11.5 / -13.4
- largest force on an atom (hartree/bohr) = 0.0546
- expectation value of S² = 6.047

DFT (ωB97M-V with the def2-TZVPD basis set) results for C41H42P2PtS as an isolated structure.

ORCA input file:
```
! RIJCOSX wB97M-V def2-TZVPD def2/J DEFGRID3
* xyz 2 5
H -1.74 1.20 0.77
C -2.32 -2.50 0.68
C 2.02 0.00 2.56
H -1.51 -0.96 5.49
C 0.20 0.12 7.91
C -1.06 -0.02 -3.81
H -1.10 -2.54 9.58
H -3.57 -3.87 -0.43
H 1.63 -0.63 -6.17
H 0.09 -0.50 -0.65
H -3.29 -0.01 1.87
C 0.19 -3.87 -4.62
C 3.18 2.30 -5.31
P -0.17 -1.48 -3.24
C -0.54 -1.99 8.82
H 4.37 3.42 -0.67
H -1.44 3.26 5.44
C 0.72 -0.56 6.78
C -1.77 -2.61 -5.32
H -2.56 2.53 1.54
C 1.21 4.30 -1.62
C 0.08 -2.67 7.77
C -1.67 2.45 4.72
Pt 0.15 0.08 3.28
C -0.65 2.04 2.38
H -2.17 -1.35 3.27
H -2.81 -2.69 1.64
C -2.13 -2.89 -1.71
H -3.01 1.23 5.88
C -2.05 -3.58 -6.29
H 4.02 2.00 -8.60
C -1.19 -4.68 -6.44
C 2.47 4.40 -1.01
C -2.76 -3.15 -0.48
H -3.57 1.16 3.15
C 1.81 2.14 -2.52
H 1.20 -2.46 5.92
H 0.49 5.11 -1.53
C 0.72 -1.97 6.76
H -1.37 1.22 6.50
H -2.45 -3.42 -2.61
C -0.09 -4.83 -5.59
H -2.44 -1.74 -5.21
H 0.57 -5.70 -5.69
C 3.57 1.76 -7.64
H 0.27 1.21 7.92
H 3.78 1.41 -2.01
C -1.95 1.64 1.76
C -0.53 2.38 3.75
H 0.13 2.40 1.69
C -0.20 0.98 -4.17
H 4.35 3.52 -6.65
H -0.77 -1.22 1.53
C -0.42 -0.59 8.93
H 1.05 -3.99 -3.96
H -2.16 -0.01 -3.82
S 1.39 0.29 5.44
H -2.93 -3.47 -6.92
H 2.73 5.28 -0.43
C 2.40 1.13 -5.16
C 3.76 2.60 -6.54
H 3.32 2.98 -4.47
C -1.11 -1.94 -1.76
C -1.70 -0.08 4.87
H 2.55 -0.85 3.02
H 2.64 -0.06 -8.37
C 0.87 3.17 -2.35
H -2.61 2.72 4.22
H 2.02 -0.12 1.47
C -1.95 1.20 5.57
H -1.40 -5.42 -7.20
C -0.65 -2.74 -4.49
H -0.80 -0.07 9.81
C 3.39 3.35 -1.14
H 0.37 2.91 4.04
C -1.24 -1.62 0.62
C -2.02 -0.30 3.51
H -0.10 3.09 -2.83
C 2.79 0.60 -7.51
H 2.53 0.93 2.84
H 0.08 -3.76 7.74
C 3.06 2.22 -1.89
P 1.49 0.69 -3.59
C 2.23 0.28 -6.27
C -2.78 0.64 2.59
C -0.68 -1.27 -0.60
H -0.43 1.87 -4.77
*
```

Results
- E_tot (a.u.) = -2787.00698
- frontier orbital gap (alpha / beta) (eV) = 7.959 / 5.514
- HOMO (alpha / beta) (eV) = -12.3 / -13.5
- largest force on an atom (hartree/bohr) = 0.0485
- expectation value of S² = 6.034